[1]
DFT (ωB97M-V/def2-TZVPD) results for a 8-piece molecular cluster, C11H35N9O11 overall in a non-equilibrium geometry.

Each line ends with the Mulliken charge.
Cartesian coordinates (Å):
N (2.76125, -4.16764, 2.46128)  -0.464
H (2.84175, -3.16835, 2.58391)  0.325
H (2.81571, -4.69687, 3.31979)  0.354
H (3.52305, -4.45366, 1.86299)  0.368
H (1.88557, -4.18757, 1.95839)  0.307
N (-0.81766, -0.47246, 0.19493)  -0.412
H (0.11748, -0.13989, 0.38204)  0.362
H (-1.10225, 0.04357, -0.62533)  0.274
H (-1.34641, -0.39849, 1.05228)  0.339
H (-0.74157, -1.47671, 0.11881)  0.369
C (4.62326, 0.20067, 2.99369)  0.498
O (5.56103, -0.55773, 3.06943)  -0.770
O (4.84723, 1.29675, 3.55488)  -0.829
O (3.55833, -0.02569, 2.37499)  -0.800
C (-1.31114, -6.15271, 0.34404)  0.483
O (-1.15792, -5.01519, 0.81428)  -0.765
O (-2.41136, -6.66942, 0.11104)  -0.824
O (-0.32735, -6.84624, 0.06867)  -0.805
C (0.44146, 3.95227, -3.18183)  -0.833
O (-0.67399, 3.17405, -2.90744)  -0.200
C (-1.76125, 3.31742, -3.67609)  -0.681
C (-2.72447, 2.21349, -3.14687)  -0.663
N (-2.37306, 0.85299, -3.56143)  -0.210
C (-3.53232, -0.10583, -3.45426)  -0.588
C (-3.15292, -1.53100, -4.00737)  -0.687
O (-2.99267, -1.51089, -5.38141)  -0.338
C (-2.44750, -2.71016, -5.96393)  -0.722
H (0.88758, 3.77484, -4.16039)  0.342
H (1.20352, 3.80394, -2.41674)  0.209
H (0.12512, 4.99476, -3.21683)  0.352
H (-1.38308, 3.09508, -4.67391)  0.372
H (-2.15753, 4.33221, -3.71153)  0.398
H (-3.65003, 2.25179, -3.72131)  0.441
H (-3.01347, 2.45921, -2.12501)  0.286
H (-1.83159, 0.98958, -4.40300)  0.185
H (-4.42123, 0.30260, -3.93502)  0.402
H (-3.76188, -0.30653, -2.40778)  0.274
H (-3.84703, -2.30680, -3.68418)  0.470
H (-2.25486, -1.86281, -3.48630)  0.359
H (-1.40032, -2.80817, -5.67772)  0.299
H (-2.62820, -2.56385, -7.02884)  0.230
H (-3.07236, -3.52824, -5.60560)  0.323
C (-2.43868, -1.26277, 5.56901)  0.651
O (-2.70324, -0.57566, 4.62218)  -0.625
N (-1.70345, -2.37332, 5.51189)  -0.396
N (-3.03750, -1.12217, 6.75686)  -0.415
H (-1.62888, -2.80830, 4.60341)  0.243
H (-1.66191, -2.92392, 6.35759)  0.166
H (-3.82490, -0.49167, 6.80753)  0.218
H (-2.91277, -1.81710, 7.47909)  0.156
C (4.50424, 0.77891, -2.88678)  0.624
O (4.59585, 1.43671, -3.88927)  -0.704
N (5.44478, 0.00682, -2.33970)  -0.441
N (3.45802, 0.73897, -2.23237)  -0.379
H (5.17105, -0.56082, -1.55042)  0.226
H (6.37105, 0.24335, -2.66556)  0.209
H (2.77382, 1.37687, -2.61321)  0.212
H (3.58854, 0.56756, -1.24561)  0.245
C (0.95811, 4.72297, 5.17290)  0.603
O (-0.06994, 5.45347, 5.28621)  -0.735
N (0.99618, 3.45598, 4.85196)  -0.389
N (2.15804, 5.12495, 5.39909)  -0.362
H (1.79820, 2.95125, 4.50250)  0.242
H (0.06759, 3.11944, 4.64086)  0.190
H (2.30860, 6.11496, 5.53072)  0.212
H (2.89005, 4.45096, 5.22589)  0.219

Output
Total energy = -47900.048 eV
Kohn-Sham gap = 0.0684 Eh
Net charge = -2
LUMO level = 0.1008 hartree
HOMO energy = 0.9 eV

***

[2]
DFT (ωB97M-V/def2-TZVPD) results for C11H37F6MgO20S4 as an isolated structure in a non-equilibrium geometry.

Each line ends with the Mulliken charge.
Cartesian coordinates (Å):
Mg (-0.86315, -1.37763, 3.83311)  0.573
C (0.97136, -4.37452, -4.38149)  0.456
F (0.26646, -5.49883, -4.32110)  -0.217
F (2.26414, -4.62333, -4.53413)  -0.222
F (0.54839, -3.76584, -5.51512)  -0.254
S (0.68910, -3.28601, -2.87782)  1.175
O (1.68284, -2.21261, -3.03076)  -0.639
O (-0.71332, -2.88247, -2.88360)  -0.666
O (0.92215, -4.14979, -1.72732)  -0.626
C (0.32894, -5.09286, 5.70092)  0.617
F (-0.11503, -6.33790, 5.55141)  -0.247
F (-0.64931, -4.38975, 6.28916)  -0.237
F (1.36612, -5.12038, 6.52613)  -0.241
S (0.86009, -4.37958, 4.02537)  1.238
O (0.62430, -5.36128, 2.99132)  -0.645
O (0.04381, -3.16845, 3.86267)  0.145
O (2.26322, -4.14423, 4.23146)  -0.720
C (-0.73986, -0.37270, -0.41147)  -0.473
C (-0.18554, -0.10294, 1.00051)  1.516
C (-0.55665, 1.34054, 1.38975)  -0.583
O (-0.62027, -1.05906, 1.91577)  -0.964
H (-1.82584, -0.52659, -0.48657)  0.176
H (-0.42612, -1.27418, -0.95236)  0.059
H (-0.45553, 0.43241, -1.09767)  -0.481
H (0.89422, -0.22456, 0.84540)  -0.137
H (-1.02923, 1.76247, 0.49623)  -0.105
H (0.35450, 1.91320, 1.56421)  0.257
H (-1.30394, 1.54176, 2.15758)  0.001
O (3.29966, 0.55047, -1.66561)  -0.551
S (3.02617, 1.52629, -2.66409)  1.232
O (3.23916, 2.90231, -2.33814)  -0.683
O (3.97557, 1.05547, -3.94026)  -0.294
C (3.68592, 1.72713, -5.16241)  -0.163
C (4.72817, 1.37183, -6.22651)  -1.354
C (1.36688, 1.29342, -3.33377)  -0.485
H (3.61923, 2.79860, -4.95782)  0.395
H (2.74955, 1.39661, -5.62153)  0.265
H (4.44345, 1.79045, -7.19122)  0.377
H (4.73949, 0.28416, -6.27788)  0.322
H (5.71281, 1.77711, -5.99431)  0.332
H (0.75084, 1.48475, -2.45476)  -0.347
H (1.17388, 0.24953, -3.58761)  0.343
H (1.20101, 1.99957, -4.14009)  0.487
O (-4.22281, 5.02958, -3.00196)  -0.612
S (-3.22489, 5.06853, -1.95751)  1.129
O (-2.55100, 6.30565, -1.61737)  -0.599
O (-3.82069, 4.33302, -0.63916)  -0.359
C (-3.02040, 4.33188, 0.53447)  0.464
C (-3.81803, 4.44336, 1.83820)  -1.392
C (-2.00775, 3.77163, -2.41755)  -1.032
H (-2.22311, 5.06715, 0.39259)  0.460
H (-2.45658, 3.39134, 0.56663)  -0.140
H (-4.58261, 3.66688, 1.85759)  0.317
H (-4.32693, 5.40782, 1.80346)  0.374
H (-3.19402, 4.35457, 2.72285)  0.349
H (-1.83756, 3.76312, -3.48997)  0.488
H (-2.36597, 2.78046, -2.14310)  0.350
H (-1.10555, 3.96129, -1.83676)  0.322
O (3.67384, -0.91548, 2.07137)  -0.617
H (2.91970, -0.32657, 2.17203)  0.259
H (3.89882, -0.86224, 1.13327)  0.346
O (-0.83624, -3.41254, 0.34762)  -0.540
H (-0.63044, -2.69762, 0.97903)  0.273
H (-1.55086, -3.05448, -0.21798)  0.285
O (-1.81059, 0.28273, 4.43491)  -0.401
H (-2.57596, 0.71528, 4.03811)  0.203
H (-1.63967, 0.76648, 5.25194)  0.238
O (-2.64954, -2.31472, 3.59692)  -0.451
H (-2.67724, -3.25802, 3.81386)  0.276
H (-3.13002, -2.23194, 2.76230)  0.278
O (-3.01028, -3.11189, -1.26431)  -0.561
H (-3.73943, -3.40278, -0.70383)  0.234
H (-3.32764, -2.30745, -1.69159)  0.290
O (0.81270, -0.60547, 4.45509)  -0.339
H (1.42555, -0.97428, 5.10430)  0.287
H (1.21603, 0.25327, 4.18671)  0.208
O (1.75433, 1.93946, 3.87239)  -0.608
H (1.61998, 2.36722, 4.72732)  0.274
H (2.70723, 2.00216, 3.71260)  0.313

Output
Total energy = -118051.212 eV
Kohn-Sham gap = 0.2007 Eh
Net charge = -1
LUMO level = 0.0139 hartree
HOMO energy = -5.1 eV

***

[3]
DFT (ωB97M-V/def2-TZVPD) results for a 7-piece molecular cluster, C11H37N11O8 overall in a non-equilibrium geometry.

Each line ends with the Mulliken charge.
Cartesian coordinates (Å):
C (-1.48111, 2.18522, 0.00552)  -0.761
O (-0.88409, 1.46600, 1.08014)  -0.285
C (-0.68922, 2.25883, 2.22987)  -0.696
C (-0.09707, 1.35241, 3.33972)  -0.873
N (1.06689, 0.58043, 2.99645)  0.244
C (2.23426, 1.27996, 2.56290)  -0.008
C (3.39989, 0.34327, 2.13380)  -0.240
O (3.95203, 0.73847, 0.90410)  -0.454
C (4.92649, -0.14736, 0.46453)  -0.868
H (-0.81474, 3.01710, -0.22258)  0.370
H (-2.44314, 2.67370, 0.16044)  0.366
H (-1.50534, 1.66935, -0.95438)  0.083
H (-1.60426, 2.61980, 2.69944)  0.482
H (-0.12027, 3.17943, 2.09988)  0.462
H (-0.81520, 0.54076, 3.45630)  0.365
H (0.13102, 1.80431, 4.30505)  0.419
H (0.64937, -0.12919, 2.41145)  0.188
H (2.42494, 2.01436, 3.34546)  0.456
H (1.99387, 1.90205, 1.70074)  -0.087
H (3.02406, -0.67860, 2.08255)  -0.089
H (4.09217, 0.22209, 2.96696)  0.472
H (4.62065, -1.16466, 0.22027)  0.183
H (5.78968, -0.17625, 1.12949)  0.348
H (5.26020, 0.46977, -0.36968)  0.331
C (-2.23851, -2.34537, 2.78758)  0.639
O (-1.58800, -1.65743, 3.47716)  -0.624
N (-2.27576, -2.22786, 1.46028)  -0.144
N (-2.88779, -3.32350, 3.14229)  -0.424
H (-1.59913, -1.65742, 0.97359)  0.118
H (-2.93729, -2.89029, 1.08127)  0.166
H (-3.64573, -3.73841, 2.61933)  0.189
H (-2.97409, -3.38262, 4.14686)  0.276
C (-1.46671, 0.59828, -5.07772)  0.584
O (-2.36774, -0.19504, -5.25381)  -0.684
N (-1.06488, 1.32221, -6.07857)  -0.372
N (-0.83839, 0.82127, -3.98643)  -0.145
H (-1.37137, 1.21734, -7.03522)  0.222
H (-0.47893, 2.06672, -5.72861)  0.143
H (-1.03661, 0.22258, -3.19752)  0.080
H (-0.18970, 1.52043, -3.65405)  0.330
C (2.62463, -3.43088, 0.82136)  0.541
O (3.74180, -4.01346, 0.85419)  -0.700
N (2.23640, -2.77420, -0.22924)  -0.366
N (1.90871, -3.35162, 1.89172)  -0.293
H (1.36984, -2.25778, -0.27918)  0.181
H (2.99322, -2.49519, -0.83709)  0.230
H (2.37653, -3.59748, 2.75241)  0.211
H (0.94504, -3.04934, 1.88376)  0.136
C (-4.07055, -0.39506, -2.09716)  0.597
O (-2.89850, -0.23360, -1.98342)  -0.638
N (-5.05119, 0.45374, -2.09079)  -0.410
N (-4.59590, -1.58743, -2.31139)  -0.450
H (-6.05658, 0.36531, -2.12911)  0.179
H (-4.71272, 1.40445, -2.04967)  0.216
H (-4.01516, -2.38969, -2.50943)  0.205
H (-5.57036, -1.84809, -2.26064)  0.149
C (1.69856, 2.18581, -1.40958)  0.435
O (0.72979, 2.43122, -2.07699)  -0.731
N (2.36953, 2.97730, -0.72069)  -0.250
N (2.26773, 1.04251, -1.21599)  -0.131
H (2.13462, 3.92020, -0.44527)  0.226
H (3.17253, 2.52914, -0.30305)  0.147
H (2.98010, 0.72390, -0.57480)  0.450
H (1.85573, 0.30039, -1.76334)  0.100
O (-0.50973, -0.58076, -0.52031)  -0.360
H (-1.30678, -0.66701, -1.04328)  0.319
H (-0.76778, -0.03452, 0.22216)  0.250

Output
Total energy = -44769.983 eV
Multiplicity = 2
Kohn-Sham gap (alpha / beta) = 0.3054 / 0.1147 Eh
Net charge = +1
LUMO level (alpha / beta) = -0.0861 / -0.2767 hartree
HOMO energy (alpha / beta) = -10.7 / -10.7 eV

***

> Which formula does entry 2 have?

C11H37F6MgO20S4

***

> Among the records above, which one has the lowest net charge?

C11H35N9O11

***

> What is the formula in the third record?

C11H37N11O8